(1)
{
  "formula": "C25H27MnN3",
  "method": "wB97M-V/def2-TZVPD",
  "s2": 8.915,
  "multiplicity": 6,
  "e_lumo_ev": [-0.592, -0.621],
  "orbital_gap_ev": [4.87, 6.67],
  "e_tot_ev": -62148.5052,
  "de_lowest_kcal_mol": 38.16,
  "species": ["C", "C", "H", "H", "H", "H", "H", "H", "C", "C", "C", "C", "H", "H", "H", "H", "N", "C", "C", "N", "C", "C", "C", "H", "H", "C", "H", "H", "Mn", "C", "H", "H", "H", "C", "C", "C", "C", "C", "C", "N", "C", "C", "C", "C", "C", "C", "H", "H", "H", "H", "H", "H", "H", "H", "H", "H"],
  "xyz": [[-1.841, 1.023, 2.580], [-1.841, -0.455, 2.595], [-0.822, 1.180, 2.960], [-2.622, 1.327, 3.192], [-1.875, 1.779, 1.744], [-1.683, -1.356, 1.851], [-1.027, -0.760, 3.286], [-2.871, -0.699, 2.911], [-1.047, 2.691, -1.100], [-0.662, 3.516, -2.125], [-0.364, 2.995, -3.382], [-0.502, 1.635, -3.567], [-1.301, 3.021, -0.093], [-0.580, 4.580, -1.914], [-0.040, 3.658, -4.188], [-0.309, 1.171, -4.535], [-1.095, 1.363, -1.309], [-0.874, 0.796, -2.540], [-0.979, -0.638, -2.561], [-1.260, -1.204, -1.346], [-1.427, -2.527, -1.167], [-0.863, -2.866, -3.476], [-1.206, -3.367, -2.226], [-1.716, -2.840, -0.164], [-1.299, -4.432, -2.043], [-0.766, -1.502, -3.615], [-0.514, -1.048, -4.565], [-0.688, -3.547, -4.313], [-1.261, 0.057, -0.116], [-3.323, 0.117, 0.228], [-3.692, -0.898, -0.038], [-3.667, 0.787, -0.593], [-3.839, 0.425, 1.164], [2.993, 3.482, 1.175], [2.658, 2.990, -0.105], [2.006, 1.755, -0.226], [1.567, 1.034, 0.894], [2.047, 1.463, 2.152], [2.709, 2.686, 2.310], [0.671, -0.034, 0.787], [1.282, -1.257, 1.102], [1.657, -2.153, 0.088], [2.035, -3.472, 0.367], [2.125, -3.905, 1.707], [1.878, -2.980, 2.746], [1.508, -1.665, 2.433], [3.492, 4.455, 1.300], [2.912, 3.595, -0.995], [1.816, 1.354, -1.222], [1.884, 0.848, 3.029], [3.019, 3.035, 3.317], [1.605, -1.821, -0.948], [2.262, -4.183, -0.447], [2.394, -4.944, 1.949], [1.981, -3.301, 3.803], [1.355, -0.964, 3.250]]
}



(2)
{
  "formula": "C25H27N3O2",
  "method": "wB97M-V/def2-TZVPD",
  "smiles": "O=C(CN1CCN(c2ccccc2)CC1)Nc1ccc(OCc2ccccc2)cc1",
  "e_lumo_ev": 0.687,
  "orbital_gap_ev": 8.32,
  "e_tot_ev": -34928.7019,
  "de_lowest_kcal_mol": 42.75,
  "species": ["O", "C", "C", "N", "C", "C", "N", "C", "C", "C", "C", "C", "C", "C", "C", "N", "C", "C", "C", "C", "O", "C", "C", "C", "C", "C", "C", "C", "C", "C", "H", "H", "H", "H", "H", "H", "H", "H", "H", "H", "H", "H", "H", "H", "H", "H", "H", "H", "H", "H", "H", "H", "H", "H", "H", "H", "H"],
  "xyz": [[-0.300, -2.157, -1.937], [0.375, -1.942, -0.953], [1.891, -2.175, -0.945], [2.552, -1.292, -0.002], [3.858, -1.744, 0.449], [4.968, -1.542, -0.596], [5.042, -0.147, -0.981], [5.869, 0.721, -0.281], [7.180, 0.333, 0.024], [8.049, 1.189, 0.667], [7.650, 2.468, 1.018], [6.365, 2.874, 0.708], [5.484, 2.018, 0.073], [3.761, 0.295, -1.493], [2.634, 0.089, -0.468], [-0.071, -1.517, 0.250], [-1.369, -1.188, 0.654], [-1.551, -0.710, 1.951], [-2.808, -0.376, 2.403], [-3.919, -0.509, 1.569], [-5.116, -0.156, 2.122], [-6.285, -0.289, 1.346], [-6.364, 0.657, 0.170], [-5.692, 1.871, 0.196], [-5.773, 2.737, -0.879], [-6.535, 2.402, -1.985], [-7.214, 1.196, -2.013], [-7.126, 0.325, -0.942], [-3.738, -0.981, 0.275], [-2.474, -1.319, -0.177], [2.243, -2.089, -1.982], [2.051, -3.210, -0.627], [3.790, -2.796, 0.734], [4.112, -1.159, 1.341], [5.916, -1.877, -0.180], [4.753, -2.138, -1.490], [7.533, -0.646, -0.266], [9.053, 0.857, 0.886], [8.331, 3.137, 1.521], [6.034, 3.868, 0.972], [4.487, 2.375, -0.135], [3.820, 1.338, -1.801], [3.549, -0.300, -2.389], [1.673, 0.373, -0.900], [2.823, 0.714, 0.411], [0.664, -1.363, 0.933], [-0.698, -0.602, 2.606], [-2.957, -0.008, 3.406], [-6.407, -1.327, 1.007], [-7.099, -0.064, 2.046], [-5.099, 2.130, 1.061], [-5.242, 3.677, -0.852], [-6.600, 3.079, -2.824], [-7.809, 0.929, -2.874], [-7.651, -0.620, -0.969], [-4.571, -1.083, -0.401], [-2.342, -1.683, -1.182]]
}